68
Properties=species:S:1:pos:R:3 method="wB97M-V/def2-TZVPD" total_charge=0 homo_lumo_gap_ev=5.63 total_energy_ev=-133262.2702
Cs 1.8118 -7.1959 -0.5713
H -0.5171 -7.5952 9.2956
F 1.0628 -0.5382 2.1377
S -3.0808 -0.8034 -6.0578
C 0.0066 -5.7022 8.1848
H 0.7008 -5.4087 8.9722
C 0.1721 5.7384 -6.3503
H 0.9683 -4.6370 6.3558
H -0.9283 7.5504 -6.5128
C -5.0886 1.0229 -6.7267
C 8.7984 0.4358 -1.9932
C -3.6562 5.3887 4.6637
C -4.1743 4.3648 3.8368
C -3.4880 0.6460 -4.9063
H -1.0577 3.6029 4.4763
H 9.3608 -0.6286 -0.1426
H -4.5916 -0.9861 -7.9362
N 6.5745 0.3834 -1.6092
F 0.4182 -2.8347 1.4418
S 1.8916 -6.7704 6.4957
H 5.5871 0.5233 -1.7691
C -4.1884 -0.1262 -7.4014
C 7.5362 0.8353 -2.4820
O 3.0677 -6.2643 7.1330
H 0.5683 -8.8134 7.1157
H -0.1618 -5.8332 5.8600
C -2.4103 5.2752 4.9863
F -0.5355 -1.7393 -0.7887
H -1.2170 -7.4045 7.7500
C 0.2027 5.5524 -4.1609
C -0.5138 6.7089 -4.5344
O -1.6720 -0.7476 -6.5670
H -5.3723 1.7273 -7.5086
H 1.5237 -8.4664 8.4598
O -3.5913 -2.0562 -5.4589
H -1.8636 6.0046 5.5655
C 8.6345 -0.2175 -0.8281
H 7.2757 1.2140 -3.4593
N -3.0531 3.5462 3.7744
H -3.5885 2.4965 -5.9236
H 1.4827 4.4305 -5.5225
F 1.7411 -1.4132 -0.1746
H -2.6749 1.0159 -4.2817
H -4.9325 2.4155 -5.1212
F -1.2829 -1.1800 1.7885
C -4.3178 1.7201 -5.6927
C -0.2903 -7.2259 8.2954
H -5.1369 4.1955 3.3772
H 0.4326 5.6553 -7.3951
H 9.6620 0.7525 -2.5591
H 0.6016 5.2167 -3.2151
H -6.0206 0.7660 -6.2232
C -1.9531 4.1892 4.3320
H -4.2095 6.2852 4.9014
C 0.9159 -7.9657 7.7062
C 7.2838 -0.2505 -0.5178
C 0.5395 -5.5922 6.6588
H -3.4577 0.4275 -7.9911
H -0.8458 7.4133 -3.7860
H 6.6558 -0.7280 0.2197
H -4.1040 0.2303 -4.1090
H -0.8872 -5.0793 8.2196
As 0.1925 -1.1313 0.7517
O 2.0453 -7.4256 5.1682
C -0.5564 6.7531 -5.8863
N 0.7146 5.0611 -5.3424
H -2.9583 2.6801 3.2635
F -0.0512 0.5359 0.3188